No. 1
Entry from the OMol25 dataset: a cluster of 3 separate species, H5O2S in total in a non-equilibrium geometry (ωB97M-V/def2-TZVPD).

```
8
H5O2S (ωB97M-V/def2-TZVPD)
S 0.6510 -0.2127 0.5088
H 0.7654 -1.1897 1.4150
H -1.8909 2.1964 1.0743
H -0.6136 1.7332 0.7056
O -1.0010 2.5915 1.0143
H 0.4711 -1.4552 -1.4980
H -0.8796 -1.9092 -1.7168
O 0.0017 -2.1035 -2.0633
```

Its gap between HOMO and LUMO is 7.66 eV. The net charge is -1. The calculation puts the HOMO energy at -0.1246 Ha. As for the total energy: -551.7147 a.u.

No. 2
Entry from the OMol25 dataset: a cluster of 2 separate species, H5OS2 in total in a non-equilibrium geometry (ωB97M-V/def2-TZVPD).

```
8
H5OS2 (ωB97M-V/def2-TZVPD)
O 1.1596 1.3588 -2.3828
H 1.9839 0.9010 -2.1754
H 1.1633 1.4735 -3.2984
H 0.1711 1.3688 0.2266
S 0.1081 -1.2347 1.0758
S -0.8053 0.4257 0.2885
H -0.0686 -0.7646 2.3275
H -0.6826 0.1848 -1.0392
```

Its gap between HOMO and LUMO is 10.43 eV. The net charge is +1. The calculation puts the HOMO energy at -0.5780 Ha. As for the total energy: -874.2901 a.u.

No. 3
Entry from the OMol25 dataset: a structure of composition H5OS2 in a non-equilibrium geometry (ωB97M-V/def2-TZVPD).

```
8
H5OS2 (ωB97M-V/def2-TZVPD)
O 0.8427 -3.0435 0.3212
H 0.2221 -3.6446 -0.1160
H 0.3243 -2.3605 0.7376
H 0.1557 1.1299 -0.1230
S -0.2526 -0.5666 -0.6495
S -0.2018 2.3083 0.4948
H -0.1124 -0.4075 -1.9879
H 0.0064 2.0562 1.8032
```

Its gap between HOMO and LUMO is 5.73 eV. The net charge is +1. The calculation puts the HOMO energy at -0.5781 Ha. As for the total energy: -874.1500 a.u.

No. 4
Entry from the OMol25 dataset: a cluster of 2 separate species, H5PSi in total in a non-equilibrium geometry (ωB97M-V/def2-TZVPD).

```
7
H5PSi (ωB97M-V/def2-TZVPD)
Si 0.8059 -0.4571 0.0558
P -1.4195 -0.2808 0.0532
H 1.2988 -0.2251 1.4098
H 1.0813 -1.8466 -0.3394
H 1.4837 0.4234 -0.8993
H -1.5058 0.2256 -1.2460
H -1.7444 2.1607 0.9659
```

Its gap between HOMO and LUMO (spin up / spin down) is 8.44 / 8.39 eV. The calculation puts the HOMO energy (spin up / spin down) at -0.3611 / -0.3365 Ha. As for the total energy: -633.6736 a.u.

For reference, energy above the lowest of the compared OMol25 structures with the same formula, charge and spin by record: 4.60, 1.75, 89.69, 74.15 kcal/mol.